#P
{
  "formula": "C6H8S",
  "method": "the ωB97M-V functional and the def2-TZVPD basis",
  "symbols": ["C", "C", "C", "C", "C", "C", "S", "H", "H", "H", "H", "H", "H", "H", "H"],
  "coordinates": [[0.77281, -0.72520, 1.19413], [-0.34100, -2.07848, 0.33090], [0.80556, 0.73457, 1.29631], [-0.89259, -1.17922, -0.83120], [-0.22456, 1.10075, 0.20059], [-0.20505, 0.18585, -1.03592], [1.64998, -1.85193, 0.47281], [0.57231, 0.98152, 2.25689], [1.71336, 1.17120, 1.03170], [-0.64375, -1.62709, -1.83296], [-1.96622, -0.96813, -0.53413], [-1.28295, 1.15639, 0.67133], [0.05365, 2.21097, -0.03646], [0.89114, 0.18713, -1.44972], [-0.90269, 0.70166, -1.73428]],
  "lowdin_charge": [-0.5268, -0.1983, -0.2323, -0.3380, -0.2153, -0.2826, 0.8646, 0.0855, 0.0898, 0.1094, 0.1184, 0.1417, 0.1376, 0.1379, 0.1084],
  "gap_ev": 7.48,
  "total_charge": 0
}


#Q
{
  "formula": "C6H8S",
  "method": "the ωB97M-V functional and the def2-TZVPD basis",
  "symbols": ["C", "C", "C", "C", "C", "C", "S", "H", "H", "H", "H", "H", "H", "H", "H"],
  "coordinates": [[-0.81348, 2.70061, -0.12534], [0.22908, -2.81676, -0.17884], [-1.49063, 1.64563, -0.42870], [0.32675, -1.65203, -0.93641], [0.89226, -0.01796, 1.17346], [0.39301, -0.46645, -0.14565], [1.55781, 0.85378, -0.27706], [-1.27927, 3.63125, -0.39708], [0.21779, 2.80010, 0.08459], [0.47812, -3.74087, -0.62246], [-0.05328, -2.82235, 0.87314], [-2.48046, 1.34683, -0.71047], [0.48015, -1.48251, -1.96289], [0.07588, 0.57180, 1.79649], [1.46627, -0.55108, 1.85720]],
  "lowdin_charge": [-0.1608, 0.0374, 0.0254, -0.1690, -0.4065, -0.5674, 0.8571, 0.0485, -0.0261, 0.0305, 0.0656, 0.0293, 0.0840, 0.1121, 0.0400],
  "gap_ev": [7.64, 8.09],
  "total_charge": 0
}


#R
{
  "formula": "C6H8S",
  "method": "the ωB97M-V functional and the def2-TZVPD basis",
  "symbols": ["C", "S", "C", "C", "C", "C", "C", "H", "H", "H", "H", "H", "H", "H", "H"],
  "coordinates": [[2.61349, 0.42173, 0.48067], [1.92093, -0.68351, -0.71054], [0.20286, -0.44001, -0.47142], [-0.69010, -1.34350, 0.00161], [-2.03118, -0.70130, 0.04841], [-1.74634, 0.75309, -0.30919], [-0.47126, 0.93485, -0.65231], [3.70208, 0.37528, 0.42053], [2.33294, 0.17180, 1.48661], [2.36014, 1.43396, 0.30153], [-0.50795, -2.32248, 0.33256], [-2.49359, -0.75017, 0.99966], [-2.68364, -1.20835, -0.73449], [-2.52275, 1.51378, -0.29825], [0.01437, 1.84484, -0.89538]],
  "lowdin_charge": [-0.4314, 0.8498, -0.5644, -0.1082, -0.1878, -0.1008, -0.0695, 0.0378, 0.0360, 0.0158, 0.0898, 0.0994, 0.1464, 0.0995, 0.0875],
  "gap_ev": 9.32,
  "total_charge": 0,
  "smiles": "CSC1=CCC=C1"
}


Structures ranked by computed energy, the most stable listed first: #R, #P, #Q.